Entry 1:
Computed, not measured: C7H8N2OS2 in the gas phase in a non-equilibrium geometry, with ωB97M-V with the def2-TZVPD basis set.

Results
energy above the lowest of the compared OMol25 structures with the same formula, charge and spin = 221.0 kJ/mol
DFT total energy = -1252.537677 Eh
molecular weight = 200.29 g/mol
SMILES string = CN(/N=C/c1ccco1)C(=S)S

Atoms and positions in Å:
C 1.8482 0.9523 -2.0263
N 1.4433 1.1494 -0.6816
N 0.4728 0.4992 -0.0956
C -0.1292 -0.5290 -0.5179
C -1.1836 -1.0938 0.2419
C -1.5930 -1.0123 1.5326
C -2.7555 -1.8950 1.6541
C -2.9463 -2.4517 0.3995
O -2.0355 -1.9486 -0.4640
C 2.2334 2.1593 0.2420
S 3.7897 2.6054 0.0013
S 1.1077 2.3614 1.6325
H 2.7183 0.2172 -1.9870
H 0.9907 0.2819 -2.5736
H 2.0284 1.8587 -2.6498
H 0.1431 -0.9683 -1.5121
H -0.9972 -0.5350 2.2653
H -3.1534 -2.0105 2.6287
H -3.8245 -3.0664 -0.0389
H 1.8428 3.4259 1.9487

***

Entry 2:
Computed, not measured: a molecular structure, C40H33N7O7P2RuSTe in a non-equilibrium geometry, with ωB97M-V with the def2-TZVPD basis set.

Results
energy above the lowest of the compared OMol25 structures with the same formula, charge and spin = 58.2 kJ/mol
DFT total energy = -3896.970876 Eh
charge = +2
molecular weight = 1046.43 g/mol
⟨S²⟩ = 6.029
spin multiplicity = 5

Atoms and positions in Å:
Ru -0.6916 0.5624 -1.1802
Te 2.2396 1.1780 1.9532
C 3.6268 -0.1316 2.7730
C 3.5834 -1.5022 2.5466
C 4.5733 -2.2798 3.1292
N 5.5493 -1.7793 3.8835
C 5.5769 -0.4680 4.0931
C 4.6380 0.4083 3.5610
C 1.1333 -0.2073 0.8859
P 1.4711 -0.2382 -0.8513
C 3.0709 0.4859 -1.1857
C 4.2207 -0.2914 -1.0185
C 5.4657 0.2834 -1.2067
C 5.5647 1.6229 -1.5692
C 4.4232 2.3924 -1.7488
C 3.1706 1.8279 -1.5578
C 1.3486 -1.8169 -1.7056
C 0.6381 -2.9027 -1.2003
C 0.1906 -3.8899 -2.0669
C 0.3790 -3.7518 -3.4374
C 1.0253 -2.6302 -3.9534
C 1.6113 -1.7277 -3.0812
P -0.6470 -0.1611 1.0665
C -1.0272 0.9517 2.4324
C -1.8002 2.0913 2.2363
C -2.0660 2.9376 3.3042
C -1.5552 2.6513 4.5630
C -0.7969 1.5048 4.7688
C -0.5418 0.6471 3.7100
C -1.3105 -1.7702 1.5069
C -0.5712 -2.7168 2.2127
C -1.1561 -3.9268 2.5524
C -2.4740 -4.1872 2.1948
C -3.2142 -3.2400 1.4994
C -2.6325 -2.0308 1.1520
H 2.8091 -1.9545 1.9397
H 4.5831 -3.3536 2.9830
H 6.3825 -0.0932 4.7130
H 4.7134 1.4694 3.7658
H 4.1408 -1.3395 -0.7538
H 6.3594 -0.3129 -1.0820
H 6.5402 2.0641 -1.7247
H 4.5082 3.4275 -2.0508
H 2.2749 2.4190 -1.7017
H 0.4333 -2.9821 -0.1413
H -0.3150 -4.7609 -1.6711
H 0.0016 -4.5066 -4.1157
H 1.4303 -2.6991 -4.9555
H 2.1678 -0.8883 -3.4835
H -2.2140 2.3030 1.2580
H -2.6840 3.8134 3.1565
H -1.7668 3.3107 5.3942
H -0.4269 1.2687 5.7574
H -0.0003 -0.2778 3.8851
H 0.4597 -2.5165 2.4844
H -0.5878 -4.6666 3.1000
H -2.9273 -5.1313 2.4656
H -4.2441 -3.4344 1.2314
H -3.2169 -1.2884 0.6203
C 0.6327 5.9921 2.2042
C 1.3000 5.2424 1.0516
C 0.3308 4.4620 0.2253
N 0.4199 3.2006 0.0017
N -0.5931 2.7229 -0.8096
C -1.4640 3.6569 -1.1600
N -2.5450 3.4288 -1.9015
S -1.0539 5.2117 -0.5237
H 1.3816 6.5168 2.7944
H 0.0971 5.3040 2.8599
H -0.0767 6.7369 1.8412
H 2.0404 4.5319 1.4223
H 1.8306 5.9430 0.4023
H -2.8533 2.4710 -2.0422
H -3.1928 4.1728 -2.0963
O -6.0016 -4.1012 -4.0936
N -4.8733 -3.7887 -4.3995
O -4.1607 -4.3584 -5.1969
C -4.3064 -2.6054 -3.7234
C -5.0518 -1.9625 -2.7400
C -4.4915 -0.8774 -2.1244
C -3.1855 -0.4026 -2.3824
O -2.7051 0.5620 -1.6644
C -2.5011 -1.0880 -3.4169
C -3.0585 -2.1757 -4.0827
N -1.1976 -0.6548 -3.8747
O -0.6153 0.3309 -3.3419
O -0.6568 -1.2456 -4.7500
N -5.2531 -0.1754 -1.0818
O -5.6785 -0.8497 -0.1672
O -5.3892 1.0205 -1.2108
H -6.0396 -2.3151 -2.4743
H -2.5261 -2.6721 -4.8812

***

Entry 3:
Computed, not measured: 2 unconnected molecules or ions with the total composition C16H26Cl2FIN4O in a non-equilibrium geometry, with ωB97M-V with the def2-TZVPD basis set.

Results
energy above the lowest of the compared OMol25 structures with the same formula, charge and spin = 620.3 kJ/mol
DFT total energy = -2237.120274 Eh
molecular weight = 507.22 g/mol

Atoms and positions in Å:
C 1.6175 0.3967 4.4243
C 0.7109 1.6340 3.8745
Cl -0.8442 0.8294 3.2335
C 1.5615 2.3425 2.6869
Cl 1.6281 4.1549 2.8045
C 1.0875 1.7704 1.2747
C 1.7833 0.4584 0.7795
C 1.3765 -0.1866 -0.5646
C 2.1476 -1.5557 -0.9600
N 3.2128 -1.3548 -1.9956
N 0.3525 0.4155 -1.4180
C 0.0900 -0.2860 -2.7070
C -0.8872 -1.5809 -2.5366
C -1.8960 -1.4146 -1.2982
C -2.7693 -2.7692 -1.0333
C -1.8172 -3.7494 -0.1655
N -2.3088 -3.8200 1.2442
C -0.3477 1.6309 -0.9961
C -1.5122 2.2595 -1.9295
C -0.9230 3.1584 -3.1305
O 0.0824 3.8797 -3.0230
I -2.0116 3.0361 -5.0458
C -0.0205 2.3620 0.3572
N -0.7402 3.5640 0.7735
H 2.5578 0.7717 4.9698
H 1.0485 -0.2846 5.1409
H 1.9630 -0.2710 3.5448
H 0.5280 2.3074 4.7742
H 2.6486 1.9703 2.8316
H 2.5911 -0.0149 1.4225
H 1.3913 -2.3803 -1.2467
H 2.6768 -1.9361 -0.0064
H 4.0641 -1.8482 -1.6579
H 2.8929 -1.9185 -2.8100
H -0.4382 0.3830 -3.4895
H 1.0550 -0.6377 -3.2374
H -0.2828 -2.5484 -2.5301
H -1.5491 -1.6170 -3.4851
H -2.6281 -0.5559 -1.5611
H -1.3463 -1.2164 -0.3025
H -3.6250 -2.4395 -0.3459
H -3.1323 -3.2473 -2.0137
H -0.7366 -3.3260 -0.1198
H -1.7612 -4.8166 -0.5657
H -2.3852 -2.8671 1.6431
H -1.6413 -4.3598 1.8220
H -2.0025 1.3440 -2.4415
H -2.3415 2.7606 -1.3304
H -0.8200 3.4821 1.8104
H -1.7169 3.5778 0.4463
F 3.4173 4.5134 4.0892

***

Entry 4:
Computed, not measured: 2 unconnected molecules or ions with the total composition CH4O2 in a non-equilibrium geometry, with ωB97M-V with the def2-TZVPD basis set.

Results
energy above the lowest of the compared OMol25 structures with the same formula, charge and spin = 35.4 kJ/mol
DFT total energy = -190.936883 Eh
molecular weight = 48.04 g/mol
SMILES string = C=O.O

Atoms and positions in Å:
C -1.6832 1.0836 0.4877
O -0.4488 0.7989 0.5437
H -2.2386 1.3546 1.4170
H -2.2675 1.0744 -0.4631
O 1.9672 -1.5223 -0.9674
H 1.8414 -0.8444 -0.2654
H 2.8295 -1.9448 -0.7525

***

Entry 5:
Computed, not measured: 7 unconnected molecules or ions with the total composition C14H48NO18P4 in a non-equilibrium geometry, with ωB97M-V with the def2-TZVPD basis set.

Results
energy above the lowest of the compared OMol25 structures with the same formula, charge and spin = 0.0 kJ/mol
DFT total energy = -3336.876719 Eh
molecular weight = 642.42 g/mol
⟨S²⟩ = 0.750
spin multiplicity = 2

Atoms and positions in Å:
N 0.7540 0.1125 1.1513
H 1.6719 0.5333 1.1742
H 0.3061 0.1973 2.0526
H 0.9757 -0.8612 0.9999
H 0.1459 0.5294 0.4610
C 1.1475 -5.2286 -0.5110
O 0.4851 -5.0790 0.7268
P 0.7991 -3.8872 1.7383
O 1.1408 -2.6041 1.1588
O -0.4970 -3.9716 2.7209
C -1.5451 -2.9743 2.8447
O 2.0092 -4.5025 2.6847
C 1.9449 -5.8050 3.1705
H 1.8409 -4.4664 -0.8667
H 0.4121 -5.3212 -1.3101
H 1.6767 -6.1806 -0.5522
H -1.5545 -2.4965 3.8244
H -2.5078 -3.4293 2.6115
H -1.2595 -2.1660 2.1715
H 1.1267 -6.3723 2.7269
H 1.7168 -5.8881 4.2331
H 2.8659 -6.3084 2.8766
C -2.0558 4.5260 -1.0875
O -2.7339 4.0100 0.0991
P -1.8375 3.0394 1.0883
O -0.8087 2.2806 0.4103
O -1.4455 4.0677 2.2483
C -2.4181 4.8989 2.8516
O -3.0619 2.2198 1.8115
C -3.4596 0.9297 1.4189
H -0.9882 4.4572 -0.8790
H -2.2540 5.5631 -1.3582
H -2.2546 3.8933 -1.9525
H -3.3736 4.8746 2.3276
H -2.1181 5.9436 2.9338
H -2.5635 4.5215 3.8637
H -4.5416 0.8546 1.3109
H -3.1761 0.2069 2.1839
H -3.0498 0.7612 0.4230
C 2.5934 4.2616 -1.7945
O 1.4394 3.4587 -2.0120
P 1.5880 1.9209 -2.4305
O 2.0951 0.9783 -1.3552
O 0.1641 1.4577 -3.1366
C -0.5137 2.3343 -4.0606
O 2.5236 1.9757 -3.7860
C 2.8979 0.7336 -4.4392
H 3.2493 3.9374 -0.9865
H 2.2215 5.1908 -1.3628
H 3.2371 4.3716 -2.6672
H -0.8662 1.7973 -4.9412
H 0.1726 3.0768 -4.4677
H -1.3811 2.7854 -3.5785
H 3.6006 0.8955 -5.2565
H 2.0436 0.2951 -4.9549
H 3.3629 -0.0238 -3.8082
C 1.0627 -1.9024 -2.1764
O -0.2286 -1.5442 -2.6646
P -1.4468 -1.8167 -1.6112
O -1.2661 -1.1798 -0.2954
O -2.8347 -1.4152 -2.4111
C -3.2442 -0.0341 -2.4802
O -1.4575 -3.4470 -1.5518
C -1.6897 -4.1510 -2.8360
H 1.3827 -2.9083 -2.4483
H 1.2692 -1.7152 -1.1226
H 1.7889 -1.1985 -2.5829
H -2.5252 0.6406 -2.0155
H -4.1550 0.2187 -1.9373
H -3.4328 0.3276 -3.4910
H -1.5180 -3.5109 -3.7014
H -2.6813 -4.5887 -2.9515
H -0.9369 -4.9212 -3.0041
C 3.8475 1.2588 2.7211
O 3.2304 1.2900 1.4636
H 3.1071 1.0484 3.4929
H 4.5653 0.4385 2.7296
H 4.3330 2.2126 2.9275
H 3.7334 1.7787 0.8081
C 0.1283 0.9362 4.5659
O -0.4324 0.3728 3.4824
H -0.2738 1.9436 4.6736
H -0.1105 0.4919 5.5321
H 1.2049 0.8044 4.4578
H -1.3626 0.2454 3.6826

***

Entry 6:
Computed, not measured: 13 unconnected molecules or ions with the total composition C46H92O18S in a non-equilibrium geometry, with ωB97M-V with the def2-TZVPD basis set.

Results
DFT total energy = -3560.100313 Eh
molecular weight = 965.29 g/mol

Atoms and positions in Å:
C -5.3770 -4.0949 -5.8415
C -6.0862 -2.7697 -5.4321
S -5.4543 -1.3972 -6.4564
C -3.6365 -1.5543 -6.4670
C -2.9724 -0.8019 -5.3279
C -3.5118 -0.6280 -4.1307
C -2.7838 0.1190 -3.0424
O -3.3866 0.7075 -2.1658
C -1.2671 0.0523 -3.1339
C -0.4681 0.1378 -2.0067
O -1.0554 0.2710 -0.7758
C 0.8988 0.0534 -2.1554
C 1.5310 -0.1020 -3.3671
C 3.0351 -0.1712 -3.4890
C 3.8188 0.7710 -2.5293
O 3.1106 1.9355 -2.1100
C 3.3308 2.0673 -0.6968
C 2.3691 3.1258 -0.1366
O 1.1351 2.5593 0.2889
C 1.0684 2.2768 1.6299
C 0.6626 1.0072 1.9987
C 0.5403 0.6936 3.3421
C 0.8058 1.5903 4.3630
C 0.6434 1.2818 5.8660
C 1.9281 1.6036 6.6737
C -0.4450 2.3074 6.3606
C 0.0310 -0.1240 6.1386
C 1.0021 -1.3347 6.2580
C 0.1161 -2.6069 5.9512
C 1.5293 -1.5588 7.7000
C 2.1556 -1.3734 5.2395
C 1.2154 2.8646 3.9790
C 1.3307 3.1712 2.6442
C 0.6992 -0.2064 -4.4946
C 1.3464 -0.4285 -5.8535
C 1.9002 -1.8842 -5.8423
C 2.1825 -2.4381 -7.2687
O 1.0188 -2.8354 -6.3294
C -0.6770 -0.1163 -4.3966
C -1.6125 -0.1761 -5.5710
O -1.3790 0.2679 -6.6822
H -4.9643 -4.0247 -6.8495
H -6.0589 -4.9505 -5.7868
H -4.5382 -4.3079 -5.1698
H -5.9011 -2.6250 -4.3626
H -7.1624 -2.8758 -5.5795
H -3.3102 -2.5982 -6.5075
H -3.3295 -1.0977 -7.4147
H -4.4976 -1.0001 -3.8611
H -1.1514 -0.5957 -0.3628
H 1.5203 0.1128 -1.2638
H 3.4099 -0.0046 -4.4964
H 3.3244 -1.1951 -3.2365
H 4.2049 0.1675 -1.7000
H 4.7009 1.1171 -3.0861
H 3.1190 1.1328 -0.1625
H 4.3431 2.4621 -0.5403
H 2.1274 3.7741 -0.9907
H 2.8507 3.7785 0.5976
H 0.4319 0.2368 1.2690
H 0.2012 -0.3110 3.5744
H 1.9587 1.1133 7.6489
H 1.9016 2.6801 6.8932
H 2.8535 1.4615 6.1067
H -1.2493 2.2915 5.6156
H -0.7975 2.0554 7.3649
H -0.0598 3.3336 6.3361
H -0.5178 -0.0390 7.0864
H -0.7192 -0.3160 5.3620
H 0.5043 -3.5105 6.4205
H 0.0927 -2.6895 4.8562
H -0.9005 -2.3560 6.2760
H 0.7276 -1.5089 8.4436
H 1.8886 -2.5979 7.7223
H 2.3986 -0.9412 7.9418
H 1.7978 -1.5543 4.2234
H 2.8415 -0.5245 5.2854
H 2.7573 -2.2649 5.4848
H 1.4217 3.6356 4.7137
H 1.6253 4.1863 2.3785
H 0.6468 -0.4908 -6.6830
H 2.2023 0.2171 -6.0597
H 2.5989 -2.1709 -5.0594
H 2.4943 -3.4769 -7.3634
H 1.4986 -2.1096 -8.0503
C 3.2695 6.3426 -2.3239
O 4.4642 6.3408 -1.5438
H 3.0488 5.3170 -2.6110
H 2.4363 6.7394 -1.7392
H 3.4063 6.9454 -3.2246
H 4.6508 7.2503 -1.2963
C -4.1116 -7.7302 -7.2251
O -3.4779 -6.4696 -7.0333
H -5.1295 -7.6594 -6.8492
H -4.1393 -7.9849 -8.2876
H -3.5802 -8.5114 -6.6753
H -2.5804 -6.5442 -7.3689
C 0.1909 -3.8855 -0.3673
O -0.6810 -2.8185 0.0011
H 1.1858 -3.6549 0.0049
H -0.1507 -4.8230 0.0773
H 0.2285 -3.9862 -1.4545
H -1.5568 -3.0353 -0.3333
C -1.3905 -5.9956 4.2471
O -1.0669 -5.9587 5.6323
H -1.2159 -5.0058 3.8316
H -0.7573 -6.7197 3.7268
H -2.4417 -6.2625 4.1081
H -1.2244 -6.8368 5.9893
C 5.9547 -3.0158 -4.4787
O 5.2064 -1.8037 -4.4004
H 5.3448 -3.8184 -4.0705
H 6.1989 -3.2447 -5.5186
H 6.8750 -2.9329 -3.8958
H 5.7566 -1.1034 -4.7645
C -1.8646 4.8710 1.4089
O -1.6287 4.8958 2.8118
H -1.7825 5.8879 1.0297
H -1.1233 4.2407 0.9084
H -2.8674 4.4901 1.2018
H -1.7028 3.9841 3.1225
C 1.0915 7.1300 5.0228
O 1.0904 6.2367 3.9193
H 2.1225 7.3973 5.2452
H 0.5312 8.0369 4.7797
H 0.6479 6.6520 5.9012
H 0.1805 5.9888 3.7163
C 6.6328 3.0490 -2.1358
O 6.8022 4.4344 -2.3940
H 7.3531 2.4908 -2.7313
H 6.8118 2.8446 -1.0747
H 5.6205 2.7420 -2.4000
H 6.1541 4.8989 -1.8526
C -2.8497 0.9200 3.1153
O -2.3143 2.2023 3.4417
H -3.8934 0.8966 3.4126
H -2.7755 0.7466 2.0383
H -2.3049 0.1429 3.6564
H -1.3845 2.1857 3.1696
C -5.0309 0.5812 6.6069
O -4.9030 -0.2819 5.4818
H -4.0396 0.9399 6.8758
H -5.6668 1.4352 6.3606
H -5.4601 0.0397 7.4540
H -5.7889 -0.5896 5.2570
C -6.6095 -3.3375 5.1776
O -7.6179 -2.3549 5.4138
H -5.7054 -3.0380 5.7019
H -6.9399 -4.3092 5.5525
H -6.4005 -3.4040 4.1068
H -8.4038 -2.6398 4.9403
C 1.8283 2.6312 -7.8806
O 3.0643 2.5677 -7.1690
H 1.5550 1.6226 -8.1798
H 1.0476 3.0389 -7.2343
H 1.9370 3.2542 -8.7720
H 3.2952 3.4632 -6.9086

***

Entry 7:
Computed, not measured: a molecular structure, C4H4N2O in a non-equilibrium geometry, with ωB97M-V with the def2-TZVPD basis set.

Results
energy above the lowest of the compared OMol25 structures with the same formula, charge and spin = 387.5 kJ/mol
DFT total energy = -339.434066 Eh
molecular weight = 96.09 g/mol

Atoms and positions in Å:
N 2.2107 -0.0077 0.0303
C 0.9355 0.0904 0.0147
C 0.3785 -1.2750 -0.0184
N -0.9083 -1.4656 -0.0397
C -1.7000 -0.2844 -0.0294
C -1.1971 0.9545 0.0003
O 0.1761 1.1916 0.0244
H 2.8343 0.7946 0.0533
H 1.8025 -1.4604 0.0030
H -2.7809 -0.4300 -0.0474
H -1.7513 1.8920 0.0090

***

- Which of these has the highest molecular weight?
  C40H33N7O7P2RuSTe